[1]
Here is a 2-piece molecular cluster, C5H7NO2 overall from the OMol25 dataset. Energies are from the ωB97M-V functional and the def2-TZVPD basis.

Summary:
<S²>: 2.020
Lowest unoccupied orbital energy (spin up / spin down), eV: 0.512 / -2.632
Multiplicity: 3
HOMO energy (spin up / spin down), eV: -6.5447 / -9.6957
ΔE to the lowest compared entry with this formula, charge and spin, kJ/mol: 233.5

Last column: Löwdin charge in e.
Geometry (Å):
C 1.32 -0.05 -1.73  -0.24
C 2.58 -0.77 0.42  -0.02
C 2.12 -0.27 -0.74  -0.04
C -2.39 0.11 0.25  -0.06
C -0.36 0.68 1.32  -0.41
N 0.78 0.14 -2.81  0.10
O 0.35 0.79 2.27  0.08
O -1.55 0.14 1.38  -0.04
H 1.85 -1.25 1.10  0.08
H 3.51 -0.62 0.79  0.01
H -1.92 -0.26 -0.62  0.07
H -2.88 1.06 0.15  0.09
H -3.15 -0.60 0.58  0.10
H -0.07 1.19 0.32  0.16
H -0.19 -0.30 -2.68  0.12

[2]
Here is C28H23BF2N2PtSbSe2 as an isolated structure from the OMol25 dataset. Energies are from the ωB97M-V functional and the def2-TZVPD basis.

Summary:
Net charge: +3
<S²>: 6.043
Lowest unoccupied orbital energy (spin up / spin down), eV: -9.001 / -12.791
Multiplicity: 5
HOMO energy (spin up / spin down), eV: -16.4511 / -16.7105

Last column: Löwdin charge in e.
Geometry (Å):
Pt 1.59 0.46 0.63  0.76
Se 1.14 2.81 2.05  0.79
Se 2.95 2.28 3.39  0.85
C 2.33 0.53 3.95  -0.63
C 2.56 0.12 5.25  -0.05
C 2.20 -1.18 5.60  0.01
C 1.62 -1.99 4.63  0.00
C 1.41 -1.48 3.36  -0.10
N 1.76 -0.24 3.03  -0.08
C 2.00 3.55 0.44  -0.60
C 2.29 4.89 0.29  -0.04
C 2.91 5.28 -0.89  0.01
C 3.21 4.32 -1.84  0.01
C 2.88 3.00 -1.59  -0.09
N 2.27 2.63 -0.47  -0.06
H 3.02 0.78 5.97  0.12
H 2.36 -1.54 6.60  0.14
H 1.33 -3.01 4.85  0.13
H 0.97 -2.08 2.58  0.10
H 2.03 5.60 1.06  0.13
H 3.15 6.32 -1.05  0.14
H 3.71 4.58 -2.76  0.13
H 3.12 2.22 -2.30  0.13
F 4.38 -0.24 0.90  0.20
B 3.36 -0.44 0.08  -0.77
F 3.62 -1.19 -0.96  0.22
C -5.86 0.26 0.22  0.05
C -5.32 -1.01 0.13  0.02
C -3.96 -1.17 -0.11  -0.05
C -3.17 -0.04 -0.21  -0.25
C -3.70 1.24 -0.16  -0.07
C -5.06 1.38 0.09  0.01
Sb -0.95 -0.20 -0.29  1.54
C -0.53 -2.29 -0.01  -0.41
C 0.45 -2.81 -0.85  -0.14
C 0.74 -4.17 -0.77  -0.04
C 0.09 -4.97 0.16  -0.03
C -0.85 -4.42 1.02  -0.05
C -1.15 -3.07 0.95  -0.16
C -0.87 0.16 -2.43  -0.36
C -1.47 -0.75 -3.28  -0.10
C -1.45 -0.50 -4.64  -0.03
C -0.87 0.67 -5.12  -0.02
C -0.24 1.56 -4.25  -0.04
C -0.26 1.31 -2.89  -0.13
H -6.92 0.38 0.35  0.15
H -5.94 -1.89 0.24  0.14
H -3.56 -2.17 -0.21  0.12
H -3.08 2.11 -0.29  0.12
H -5.47 2.38 0.17  0.14
H 0.96 -2.19 -1.57  0.10
H 1.45 -4.60 -1.46  0.13
H 0.32 -6.02 0.22  0.13
H -1.34 -5.05 1.75  0.12
H -1.87 -2.64 1.64  0.11
H -1.93 -1.65 -2.91  0.11
H -1.90 -1.20 -5.32  0.13
H -0.94 0.91 -6.17  0.13
H 0.23 2.46 -4.63  0.12
H 0.21 2.01 -2.20  0.07

[3]
Here is C4H9NO as an isolated structure from the OMol25 dataset. Energies are from the ωB97M-V functional and the def2-TZVPD basis.

Summary:
Lowest unoccupied orbital energy, eV: 0.948
Multiplicity: 1
HOMO energy, eV: -7.9248
ΔE to the lowest compared entry with this formula, charge and spin, kJ/mol: 545.8

Last column: Löwdin charge in e.
Geometry (Å):
C -0.72 -0.55 2.10  -0.11
O -0.03 -0.32 0.89  -0.23
C -0.80 0.40 -0.05  -0.26
C -0.38 0.21 -1.50  -0.12
C 1.43 0.40 -1.57  -0.14
N 0.61 -0.82 -1.68  -0.07
H -1.67 -1.06 1.92  0.09
H -0.92 0.39 2.64  0.09
H -0.08 -1.19 2.72  0.09
H -0.84 1.47 0.20  0.13
H -1.84 0.03 -0.03  0.12
H 0.57 1.21 -1.78  0.10
H 1.89 0.58 -0.61  0.11
H 2.06 0.56 -2.45  0.11
H 0.74 -1.32 -0.79  0.09

[4]
Here is a 2-piece molecular cluster, C5H4BrNO overall from the OMol25 dataset. Energies are from the ωB97M-V functional and the def2-TZVPD basis.

Summary:
Lowest unoccupied orbital energy, eV: 0.401
Multiplicity: 1
HOMO energy, eV: -9.7390
ΔE to the lowest compared entry with this formula, charge and spin, kJ/mol: 0.0

Last column: Löwdin charge in e.
Geometry (Å):
C -1.91 -0.04 -1.03  -0.33
C 0.07 0.34 0.40  -0.23
C 1.11 0.85 -2.59  0.02
C -0.96 -0.44 0.00  -0.71
C 0.96 0.08 1.53  -0.10
N -2.67 0.20 -1.84  0.16
O 1.04 -0.26 -2.36  0.02
Br -1.32 -2.22 0.53  0.78
H 0.14 1.34 -0.04  0.12
H 1.99 0.51 1.51  0.10
H 0.27 0.60 2.21  0.11
H 1.27 -0.96 1.68  0.07

[5]
Here is a 10-piece molecular cluster, C24H68O16 overall from the OMol25 dataset. Energies are from the ωB97M-V functional and the def2-TZVPD basis.

Summary:
Lowest unoccupied orbital energy, eV: 0.258
Multiplicity: 1
HOMO energy, eV: -9.6536
ΔE to the lowest compared entry with this formula, charge and spin, kJ/mol: 25.9
Structure (SMILES): CC(C)O.CC(C)O.CC(C)O.CC(C)O.OCCO.OCCO.OCCO.OCCO.OCCO.OCCO

Last column: Löwdin charge in e.
Geometry (Å):
C 2.71 -4.05 0.00  -0.02
C 4.14 -3.77 0.54  -0.52
C 4.24 -3.05 1.87  -0.04
O 4.70 -5.00 0.68  -0.04
H 2.09 -4.66 0.65  0.08
H 2.90 -4.52 -0.96  0.08
H 2.09 -3.18 -0.23  0.05
H 4.68 -3.21 -0.23  0.10
H 3.73 -2.12 1.79  0.05
H 5.27 -2.75 2.07  0.09
H 3.63 -3.47 2.64  0.08
H 5.61 -4.98 0.95  0.09
C -2.37 -2.78 2.52  -0.05
C -2.68 -4.10 1.78  -0.51
C -1.86 -4.23 0.49  -0.05
O -2.42 -5.10 2.72  -0.04
H -2.89 -2.84 3.47  0.08
H -2.75 -1.92 1.91  0.09
H -1.34 -2.55 2.67  0.05
H -3.75 -4.06 1.54  0.13
H -0.79 -4.31 0.79  0.09
H -1.99 -3.37 -0.17  0.05
H -2.16 -5.11 -0.07  0.07
H -2.72 -5.95 2.40  0.09
C -2.50 1.99 2.77  -0.04
C -2.23 3.45 2.28  -0.49
C -3.17 4.47 2.85  -0.06
O -0.91 3.91 2.59  -0.06
H -1.77 1.34 2.24  0.07
H -3.52 1.64 2.58  0.07
H -2.37 1.86 3.85  0.07
H -2.40 3.46 1.21  0.10
H -3.20 4.57 3.92  0.08
H -4.15 4.21 2.44  0.08
H -2.92 5.43 2.42  0.08
H -0.26 3.64 1.91  0.04
C -0.17 -0.86 -0.86  -0.02
C 0.32 0.36 -0.01  -0.41
C 1.85 0.43 -0.07  -0.04
O -0.21 1.57 -0.55  -0.09
H 0.26 -1.76 -0.47  0.05
H 0.21 -0.69 -1.89  0.09
H -1.24 -0.96 -0.86  0.05
H 0.05 0.38 1.04  0.12
H 2.35 -0.50 0.20  0.06
H 2.23 1.25 0.53  0.08
H 2.16 0.66 -1.07  0.07
H -0.04 1.66 -1.50  0.05
C 5.57 0.79 -1.50  -0.23
C 5.25 -0.56 -0.84  -0.25
O 4.39 -1.34 -1.70  -0.09
O 6.25 1.73 -0.64  -0.07
H 4.60 1.15 -1.86  0.11
H 6.21 0.61 -2.39  0.13
H 4.64 -0.36 0.05  0.10
H 6.14 -1.12 -0.49  0.13
H 4.88 -2.05 -2.12  0.08
H 5.63 2.06 0.03  0.08
C -2.61 -2.83 -3.62  -0.19
C -3.73 -2.92 -2.57  -0.24
O -3.72 -1.91 -1.57  -0.08
O -2.69 -1.59 -4.37  -0.09
H -2.66 -3.66 -4.33  0.12
H -1.65 -2.80 -3.05  0.11
H -3.55 -3.81 -1.96  0.10
H -4.70 -3.10 -3.04  0.12
H -4.02 -1.06 -1.94  0.03
H -3.42 -1.05 -4.09  0.03
C 0.72 0.57 4.94  -0.22
C -0.23 -0.64 4.98  -0.22
O 0.03 -1.22 6.27  -0.08
O 2.09 0.15 5.07  -0.06
H 0.47 1.25 5.74  0.12
H 0.62 1.09 3.98  0.11
H -0.03 -1.36 4.19  0.10
H -1.26 -0.31 4.92  0.10
H -0.63 -1.89 6.46  0.08
H 2.22 -0.21 5.94  0.07
C -3.58 1.61 -1.04  -0.25
C -3.07 1.19 -2.38  -0.17
O -4.12 0.37 -2.99  -0.11
O -4.87 2.14 -1.13  -0.03
H -2.95 2.38 -0.60  0.11
H -3.62 0.69 -0.41  0.14
H -2.18 0.58 -2.26  0.11
H -2.96 2.08 -3.00  0.13
H -5.00 0.79 -2.99  0.12
H -4.81 3.08 -1.11  0.08
C 1.93 5.79 -0.09  -0.23
C 0.71 4.97 0.06  -0.25
O 1.01 3.76 0.73  -0.08
O 2.93 5.00 -0.78  -0.06
H 2.19 6.20 0.92  0.14
H 1.65 6.65 -0.70  0.11
H 0.18 4.79 -0.88  0.13
H 0.08 5.53 0.75  0.12
H 0.68 3.03 0.21  0.03
H 3.82 5.34 -0.69  0.07
C 0.07 0.43 -5.16  -0.25
C 0.86 1.42 -4.34  -0.21
O 0.04 1.90 -3.26  -0.09
O -1.07 1.12 -5.65  -0.05
H -0.23 -0.46 -4.62  0.11
H 0.76 0.09 -6.01  0.14
H 1.23 2.23 -4.95  0.12
H 1.66 0.77 -3.99  0.12
H -0.87 1.95 -3.62  0.07
H -1.75 0.51 -5.87  0.07

[6]
Here is C42H54ClF3Ge2N5O4SSiY as an isolated structure from the OMol25 dataset. Energies are from the ωB97M-V functional and the def2-TZVPD basis.

Summary:
Net charge: +1
<S²>: 0.756
Lowest unoccupied orbital energy (spin up / spin down), eV: -2.815 / -5.481
Multiplicity: 2
HOMO energy (spin up / spin down), eV: -10.5582 / -10.1874
ΔE to the lowest compared entry with this formula, charge and spin, kJ/mol: 248.9

Last column: Löwdin charge in e.
Geometry (Å):
Y 0.24 -0.01 -0.11  1.43
C 2.75 -0.32 2.54  -0.21
C 3.78 0.03 1.45  -0.18
N 3.13 0.24 0.15  -0.12
C 3.98 -0.15 -0.97  -0.26
C 4.25 -1.66 -1.00  -0.41
S 2.78 -2.62 -0.53  0.94
C 3.12 -3.11 1.21  -0.40
C 2.05 -2.66 2.19  -0.26
N 1.69 -1.24 2.10  -0.12
H 2.27 0.62 2.84  0.05
H 3.29 -0.74 3.39  0.13
H 4.51 -0.77 1.36  0.10
H 4.33 0.92 1.79  0.13
H 2.94 1.24 0.04  0.04
H 4.95 0.38 -0.96  0.13
H 3.45 0.13 -1.89  0.11
H 5.06 -1.95 -0.34  0.07
H 4.51 -1.97 -2.00  0.08
H 4.10 -2.74 1.48  0.07
H 3.16 -4.20 1.22  0.08
H 2.42 -2.90 3.21  0.13
H 1.14 -3.24 2.01  0.10
H 0.92 -1.11 2.77  0.08
O 0.56 1.62 -6.11  0.14
C 0.27 0.34 -6.12  -0.51
O -0.04 -0.25 -7.12  0.07
C 0.35 -0.41 -4.82  -0.03
C 0.16 -1.79 -4.74  -0.54
Cl -0.39 -2.80 -5.98  0.88
N 0.36 -2.17 -3.45  -0.05
N 0.61 -1.09 -2.68  0.09
C 0.63 -0.03 -3.49  -0.11
C 0.95 1.33 -2.91  -0.55
O 1.05 2.31 -3.66  0.09
O 1.12 1.37 -1.65  -0.20
C 0.42 -3.48 -2.91  -0.20
C 0.24 -3.66 -1.55  -0.17
C 0.25 -4.93 -1.00  -0.09
C 0.42 -6.04 -1.81  -0.06
C 0.67 -5.86 -3.16  -0.05
C 0.69 -4.59 -3.71  -0.03
H 0.78 1.99 -5.21  0.07
H 0.14 -2.80 -0.91  0.02
H 0.11 -5.06 0.06  0.11
H 0.39 -7.03 -1.39  0.11
H 0.85 -6.71 -3.79  0.11
H 0.92 -4.47 -4.76  0.07
C -4.62 0.71 1.00  -0.18
Si -3.89 0.89 -0.76  0.47
C -4.52 2.54 -1.51  -0.17
C -4.59 -0.51 -1.85  -0.18
C -2.00 1.15 -0.62  -0.34
H -5.70 0.60 0.95  0.03
H -4.41 1.59 1.60  0.01
H -4.23 -0.16 1.53  0.01
H -5.60 2.56 -1.51  0.02
H -4.18 2.66 -2.53  0.03
H -4.16 3.40 -0.95  0.01
H -5.62 -0.26 -2.09  0.03
H -4.60 -1.47 -1.36  0.00
H -4.06 -0.61 -2.80  0.03
H -1.91 1.94 0.13  -0.08
H -1.65 1.58 -1.56  -0.02
C -0.54 3.78 4.90  -0.22
Ge -0.30 2.11 3.83  0.76
C 0.78 0.91 5.04  -0.24
C -2.03 1.15 3.56  -0.25
Ge 0.53 2.40 1.43  0.91
C 2.38 3.16 1.41  -0.36
C 3.01 3.46 0.20  -0.13
C 4.28 3.99 0.17  -0.06
C 4.96 4.22 1.36  -0.07
C 4.35 3.95 2.57  -0.07
C 3.07 3.41 2.59  -0.13
C -0.59 3.83 0.60  -0.36
C -1.62 4.43 1.32  -0.13
C -2.40 5.42 0.76  -0.08
C -2.18 5.81 -0.56  -0.07
C -1.17 5.21 -1.29  -0.06
C -0.38 4.23 -0.72  -0.11
H -1.02 3.52 5.85  0.03
H -1.16 4.52 4.40  0.01
H 0.42 4.23 5.12  0.02
H 0.32 0.96 6.03  0.03
H 1.81 1.24 5.15  0.01
H 0.77 -0.13 4.73  0.00
H -2.27 0.52 4.41  0.02
H -1.98 0.52 2.66  -0.02
H -2.85 1.85 3.43  0.01
H 2.49 3.27 -0.73  0.09
H 4.74 4.23 -0.78  0.11
H 5.96 4.63 1.34  0.11
H 4.86 4.16 3.49  0.11
H 2.59 3.20 3.54  0.08
H -1.81 4.11 2.34  0.06
H -3.18 5.89 1.34  0.11
H -2.81 6.56 -1.01  0.11
H -1.01 5.49 -2.32  0.11
H 0.38 3.76 -1.32  0.08
F -3.68 -6.34 -1.63  0.16
C -3.48 -6.01 -0.35  -0.60
F -4.62 -6.23 0.31  0.17
F -2.58 -6.88 0.14  0.15
C -3.00 -4.59 -0.18  -0.09
C -2.86 -3.74 -1.27  0.03
C -2.29 -2.50 -1.04  -0.18
N -1.89 -2.08 0.16  0.03
C -2.10 -2.88 1.20  -0.12
C -2.65 -4.15 1.08  0.02
H -3.15 -4.05 -2.26  0.14
H -2.12 -1.81 -1.86  0.11
H -1.81 -2.49 2.17  0.11
H -2.79 -4.79 1.94  0.13

[7]
Here is the molecule C3H3Cl2F from the OMol25 dataset. Energies are from the ωB97M-V functional and the def2-TZVPD basis.

Summary:
Lowest unoccupied orbital energy, eV: 0.495
Multiplicity: 1
HOMO energy, eV: -10.3605
ΔE to the lowest compared entry with this formula, charge and spin, kJ/mol: 192.7
Structure (SMILES): F[C@]1(Cl)C[C@H]1Cl

Last column: Löwdin charge in e.
Geometry (Å):
C 0.32 -0.07 -0.91  -0.45
C 0.58 0.39 0.56  -0.17
C -0.73 -0.07 0.34  -0.84
H 0.37 0.70 -1.74  0.11
H 0.64 1.51 0.51  0.13
H 1.40 -0.11 1.38  0.19
F -1.63 1.05 0.55  -0.09
Cl 0.64 -1.87 -1.50  0.44
Cl -1.59 -1.54 0.81  0.66

[8]
Here is C35H55ClMnN7O4 as an isolated structure from the OMol25 dataset. Energies are from the ωB97M-V functional and the def2-TZVPD basis.

Summary:
Net charge: +1
<S²>: 1.111
Lowest unoccupied orbital energy (spin up / spin down), eV: -1.833 / -1.854
Multiplicity: 2
HOMO energy (spin up / spin down), eV: -10.0070 / -9.9481
ΔE to the lowest compared entry with this formula, charge and spin, kJ/mol: 108.9

Last column: Löwdin charge in e.
Geometry (Å):
Mn 0.25 -0.04 0.39  0.68
C -2.91 -1.93 1.33  -0.14
C -2.58 -1.33 -0.03  -0.19
N -1.94 -0.01 0.04  -0.07
C -2.68 1.05 0.74  -0.18
C -1.74 1.83 1.67  -0.16
N -0.40 1.90 1.08  -0.11
C 0.51 2.74 1.87  -0.18
C 1.12 2.00 3.06  -0.16
C 2.29 1.12 2.64  -0.18
N 1.91 -0.08 1.87  -0.09
C 1.81 -1.31 2.67  -0.18
C 0.40 -1.53 3.17  -0.19
N -0.51 -1.57 2.02  -0.08
C -1.91 -1.61 2.45  -0.19
H -2.99 -3.01 1.20  0.12
H -3.89 -1.59 1.68  0.10
H -3.49 -1.31 -0.64  0.10
H -1.86 -1.98 -0.55  0.10
H -1.78 0.30 -0.91  0.09
H -3.51 0.64 1.31  0.08
H -3.12 1.74 0.01  0.09
H -1.66 1.35 2.64  0.10
H -2.16 2.83 1.84  0.13
H -0.47 2.30 0.15  0.08
H -0.01 3.64 2.21  0.12
H 1.32 3.06 1.21  0.13
H 0.35 1.41 3.57  0.10
H 1.48 2.73 3.79  0.12
H 2.87 0.82 3.52  0.12
H 2.95 1.72 2.01  0.13
H 2.64 -0.22 1.18  0.12
H 2.51 -1.30 3.50  0.12
H 2.08 -2.15 2.02  0.13
H 0.08 -0.73 3.83  0.12
H 0.36 -2.46 3.75  0.13
H -0.30 -2.41 1.48  0.12
H -2.13 -0.64 2.89  0.10
H -2.05 -2.35 3.25  0.13
C 4.83 2.55 -4.05  -0.06
O 4.87 1.13 -4.16  -0.06
C 4.00 0.42 -3.43  -0.28
C 4.07 -0.99 -3.64  0.00
C 3.23 -1.80 -2.96  -0.02
C 2.27 -1.29 -2.04  -0.11
C 1.35 -2.16 -1.40  -0.34
C 1.36 -3.64 -1.71  0.00
O 0.48 -1.78 -0.57  -0.09
C 2.23 0.12 -1.81  -0.32
O 1.43 0.68 -0.96  -0.13
C 3.11 0.96 -2.54  0.05
H 5.58 2.93 -4.75  0.10
H 5.08 2.87 -3.04  0.10
H 3.84 2.93 -4.33  0.10
H 4.80 -1.37 -4.34  0.12
H 3.29 -2.86 -3.13  0.11
H 1.22 -3.82 -2.77  0.09
H 0.55 -4.12 -1.15  0.08
H 2.31 -4.09 -1.42  0.10
H 3.04 2.02 -2.36  0.11
C -4.52 0.51 -6.74  -0.04
C -4.87 0.46 -5.24  -0.50
C -3.85 -0.48 -4.58  -0.04
C -6.27 -0.16 -5.11  -0.03
C -4.87 1.91 -4.65  -0.42
O -5.70 2.74 -5.48  -0.01
C -5.39 2.08 -3.21  -0.10
C -4.86 1.14 -2.12  -0.13
C -5.23 1.51 -0.70  -0.22
C -5.29 0.51 0.26  -0.09
C -5.56 0.78 1.59  -0.13
C -5.79 2.10 1.97  -0.66
Cl -6.14 2.46 3.63  0.68
C -5.74 3.12 1.04  -0.08
C -5.46 2.82 -0.29  -0.02
C -3.49 2.59 -4.80  -0.02
N -2.76 2.77 -3.55  -0.11
C -1.77 2.04 -3.02  -0.16
N -1.42 2.53 -1.85  0.09
C -2.20 3.64 -1.74  -0.20
N -3.03 3.81 -2.74  0.13
H -4.86 -0.40 -7.22  0.09
H -3.44 0.56 -6.90  0.08
H -4.98 1.36 -7.24  0.09
H -3.67 -1.32 -5.25  0.10
H -4.18 -0.89 -3.63  0.07
H -2.89 0.01 -4.42  0.06
H -6.23 -1.23 -5.33  0.09
H -6.97 0.28 -5.83  0.09
H -6.69 -0.04 -4.11  0.08
H -6.59 2.38 -5.48  0.10
H -6.48 2.02 -3.22  0.13
H -5.15 3.11 -2.95  0.09
H -3.77 1.07 -2.17  0.09
H -5.23 0.14 -2.31  0.10
H -5.12 -0.52 -0.04  0.11
H -5.60 -0.01 2.32  0.11
H -5.92 4.14 1.35  0.11
H -5.41 3.64 -1.00  0.11
H -3.65 3.59 -5.20  0.15
H -2.85 2.05 -5.49  0.13
H -1.35 1.17 -3.49  0.14
H -2.17 4.32 -0.91  0.12

Ordered max |F| results: 3.57, 2.18, 0.35, 2.23, 2.90, 2.80, 5.25, 1.77; unit eV/Å.